A molecular structure, C31H20Br2Cl3N2O5Pd at a distorted geometry, computed with ωB97M-V with the def2-TZVPD basis set.

Geometry (Å):
Pd  1.526  0.095  0.359
Br  1.640  4.664  2.265
Br  4.022  6.372  -2.539
Cl  -1.150  1.394  2.203
Cl  -5.122  -1.930  0.533
Cl  -0.903  -4.724  3.725
O  -0.138  0.233  -0.925
O  4.833  -1.633  2.017
O  1.706  1.988  0.931
O  0.706  -1.723  -0.439
O  3.342  -0.275  1.096
N  -2.723  0.087  0.180
N  2.727  1.311  -1.600
C  -4.016  -0.616  4.118
C  3.766  1.932  -3.637
C  3.299  3.625  -1.991
C  3.317  4.948  -1.489
C  2.553  -2.161  2.371
C  -2.583  -0.959  -1.999
C  -4.242  -0.437  -3.686
C  -2.536  0.402  2.534
C  -2.920  0.190  3.840
C  0.434  -3.718  3.220
C  -4.687  -1.216  3.071
C  -4.285  -1.015  1.759
C  -4.430  0.519  -1.497
C  2.758  2.596  -1.183
C  2.732  -3.523  2.570
C  0.235  -2.357  3.063
C  2.832  5.225  -0.247
C  1.315  -1.600  2.641
C  1.669  -4.308  2.992
C  -4.924  0.363  -2.781
C  -0.211  -1.036  -0.957
C  3.214  0.968  -2.761
C  -3.208  -0.178  1.432
C  3.156  -0.484  -3.139
C  -1.389  -1.763  -1.566
C  -3.275  -0.144  -1.101
C  -3.080  -1.083  -3.292
C  3.673  -1.308  1.812
C  2.303  4.204  0.551
C  2.228  2.877  0.147
C  3.801  3.239  -3.256
H  1.785  -5.373  3.136
H  2.972  -1.090  -2.253
H  2.849  6.236  0.136
H  4.155  1.624  -4.599
H  -4.932  1.158  -0.781
H  -1.794  0.489  0.146
H  4.086  -0.803  -3.611
H  -4.327  -0.787  5.139
H  -2.352  0.661  4.630
H  -4.609  -0.555  -4.697
H  4.216  3.995  -3.909
H  -1.688  -2.503  -0.817
H  -0.733  -1.910  3.254
H  -5.828  0.878  -3.078
H  -2.550  -1.714  -3.996
H  2.345  -0.660  -3.851
H  -5.524  -1.877  3.251
H  1.267  -0.520  2.584
H  3.704  -3.958  2.380
H  -1.002  -2.334  -2.412

The energy relative to the best compared isomer or geometry (same formula, charge and spin) comes out at 15.9 kJ/mol. The value obtained for the total energy is -8335.7045 Eh. The strongest force on any atom comes out at 1.068 eV/A. The orbital gap is 7.35 eV. Its charge is -1. As for the lowest unoccupied orbital energy: 2.35 eV.

Charges obtained by Mulliken population analysis, quoted in units of e:
1 Pd 0.4991
2 Br -0.2054
3 Br -0.2802
4 Cl -0.1229
5 Cl -0.2243
6 Cl -0.2748
7 O -0.9319
8 O -0.7120
9 O -0.4680
10 O -0.7862
11 O -0.6435
12 N 0.1095
13 N 0.3008
14 C -0.4730
15 C -0.7881
16 C 0.5988
17 C 0.1072
18 C 0.2148
19 C 0.8116
20 C -0.6557
21 C 0.6928
22 C -0.6513
23 C 0.4005
24 C -0.6782
25 C 0.6446
26 C -0.0154
27 C -0.1306
28 C -0.4864
29 C -0.6108
30 C -0.4455
31 C -0.1726
32 C -0.5982
33 C -0.5253
34 C 1.4863
35 C 0.7420
36 C -0.2554
37 C -1.4685
38 C -1.1166
39 C -0.0767
40 C -0.9432
41 C 0.3244
42 C -0.3303
43 C 0.6682
44 C -0.8190
45 H 0.4179
46 H 0.1944
47 H 0.4038
48 H 0.4351
49 H 0.4404
50 H -0.1589
51 H 0.4611
52 H 0.3809
53 H 0.4177
54 H 0.3865
55 H 0.3122
56 H 0.3011
57 H 0.5442
58 H 0.3971
59 H 0.3512
60 H 0.2390
61 H 0.4081
62 H 0.4945
63 H 0.4412
64 H 0.4220


5 unconnected molecules or ions with the total composition H10O5 at a distorted geometry, computed with ωB97M-V with the def2-TZVPD basis set.

Geometry (Å):
O  2.275  0.250  0.459
O  1.081  3.222  -0.848
O  2.257  -2.943  -0.778
O  -4.674  -0.461  -0.507
O  -0.596  0.147  1.329
H  -0.680  -0.760  1.522
H  1.712  -3.367  -0.081
H  1.123  4.143  -1.089
H  3.009  -3.472  -0.688
H  1.083  3.223  0.141
H  -1.428  0.261  0.827
H  1.732  0.982  -0.027
H  -5.500  -0.554  0.045
H  -4.537  -1.241  -0.916
H  3.145  0.570  0.612

The energy relative to the best compared isomer or geometry (same formula, charge and spin) comes out at 190.6 kJ/mol. The value obtained for the total energy is -382.1516 Eh. The strongest force on any atom comes out at 5.495 eV/A. The structure (SMILES) is O.O.O.O.O. The orbital gap is 11.24 eV. As for the lowest unoccupied orbital energy: 0.72 eV.

Charges obtained by Mulliken population analysis, quoted in units of e:
1 O -0.6262
2 O -0.6373
3 O -0.5978
4 O -0.6209
5 O -0.5969
6 H 0.2796
7 H 0.3034
8 H 0.3017
9 H 0.2952
10 H 0.3284
11 H 0.3199
12 H 0.3346
13 H 0.3271
14 H 0.2962
15 H 0.2929


A molecular structure, C6H18CrMnN6O16S at a distorted geometry, computed with ωB97M-V with the def2-TZVPD basis set.

Geometry (Å):
Mn  -13.147  -11.382  -10.837
Cr  -17.295  -8.535  -12.588
S  -15.224  -9.994  -11.770
O  -11.217  -10.734  -11.444
O  -20.503  -10.068  -14.266
O  -16.007  -9.016  -11.041
O  -18.852  -9.547  -10.939
O  -13.109  -12.145  -13.264
O  -18.474  -10.116  -13.657
O  -15.915  -9.951  -13.094
O  -10.680  -8.684  -11.549
O  -20.156  -11.134  -10.372
O  -15.115  -11.350  -11.171
O  -13.851  -13.765  -14.449
O  -15.893  -4.707  -12.603
O  -15.682  -6.829  -12.650
O  -13.795  -9.705  -11.895
O  -17.285  -14.310  -12.972
O  -17.439  -13.141  -11.165
N  -15.418  -5.716  -12.197
N  -19.567  -10.667  -13.857
N  -19.169  -10.481  -10.203
N  -10.899  -9.710  -12.089
N  -16.864  -13.924  -11.909
N  -13.558  -12.605  -14.315
C  -13.795  -11.740  -15.492
C  -10.918  -9.736  -13.582
C  -14.357  -5.597  -11.159
C  -15.551  -14.445  -11.457
C  -19.666  -12.089  -13.552
C  -18.393  -10.671  -8.936
H  -11.985  -9.841  -13.746
H  -14.772  -5.751  -10.166
H  -14.924  -14.500  -12.346
H  -13.930  -4.607  -11.267
H  -12.998  -11.031  -15.684
H  -18.871  -12.576  -14.111
H  -19.534  -12.276  -12.491
H  -13.925  -12.409  -16.335
H  -15.072  -13.696  -10.831
H  -13.623  -6.371  -11.370
H  -19.101  -10.712  -8.114
H  -14.726  -11.203  -15.307
H  -10.494  -8.790  -13.906
H  -17.783  -11.559  -9.071
H  -15.795  -15.411  -11.021
H  -20.635  -12.474  -13.853
H  -17.813  -9.760  -8.829
H  -10.287  -10.509  -14.014

The value obtained for the total energy is -4364.3908 Eh. The strongest force on any atom comes out at 2.112 eV/A. The multiplicity is 10. The orbital gap (spin up / spin down) is 8.73 / 8.90 eV. The expectation value of S² is 24.76. Its charge is +2. As for the lowest unoccupied orbital energy (spin up / spin down): -7.18 / -7.46 eV.

Charges obtained by Mulliken population analysis, quoted in units of e:
1 Mn 1.0789
2 Cr 0.9607
3 S 2.1177
4 O -0.7319
5 O -0.4697
6 O -0.7078
7 O -0.3990
8 O -0.2293
9 O -0.4131
10 O -0.6478
11 O -0.4149
12 O -0.4635
13 O -0.6129
14 O -0.4610
15 O -0.4034
16 O -0.4740
17 O -0.7387
18 O -0.5244
19 O -0.4510
20 N 0.8622
21 N 0.8625
22 N 0.8526
23 N 1.0473
24 N 0.8895
25 N 0.6811
26 C -0.7271
27 C -0.5072
28 C -0.6418
29 C -0.5540
30 C -0.6585
31 C -0.6810
32 H 0.1052
33 H 0.2863
34 H 0.1930
35 H 0.3433
36 H 0.2673
37 H 0.3450
38 H 0.1673
39 H 0.3475
40 H 0.0477
41 H 0.1647
42 H 0.3271
43 H 0.2426
44 H 0.3367
45 H 0.2220
46 H 0.3681
47 H 0.2833
48 H 0.2367
49 H 0.2756